No. 1
The following is a DFT calculation (ωB97M-V/def2-TZVPD) of a cluster of 2 separate species, CH3NO4 in total.

Cartesian coordinates (Å):
1 C -2.1221 0.1746 0.2456
2 N 1.0543 -0.5033 0.1798
3 O 0.8178 -0.7824 -1.1328
4 O 0.7847 0.8771 0.3679
5 O -2.2066 1.1816 -0.2443
6 O -2.0943 -0.8181 0.8001
7 H 0.4655 -0.9654 0.7480
8 H 1.7015 1.2534 0.5926
9 H 1.5992 -0.4176 -1.5569

Forces on the atoms, in the same order (eV/Å):
-0.312 -0.404 0.625
-0.263 4.578 -5.242
-0.359 -2.113 2.912
0.644 -1.773 0.612
-0.181 3.481 -2.019
0.476 -2.980 1.348
-2.453 -2.955 2.714
0.981 0.917 0.196
1.468 1.248 -1.146

Properties
Multiplicity: 3
Charge: 0
E, eV: -10757.311
HOMO (spin up / spin down), eV: -4.0 / -13.3
Expectation value of S²: 2.005
Frontier orbital gap (spin up / spin down), eV: 4.45 / 9.04

=====

No. 2
The following is a DFT calculation (ωB97M-V/def2-TZVPD) of the molecule CH3NO4S.

Cartesian coordinates (Å):
1 C -1.2920 0.0935 -0.0083
2 S 0.3848 0.6422 -0.0196
3 O 0.5699 1.2979 -1.2607
4 O 0.5494 1.3531 1.1959
5 N 1.4353 -0.9144 0.0140
6 O 0.7624 -1.8951 0.0335
7 O 2.6100 -0.7690 0.0157
8 H -1.7251 0.1033 1.1165
9 H -1.7722 0.8963 -0.6746
10 H -1.5225 -0.8078 -0.4125

Forces on the atoms, in the same order (eV/Å):
-1.692 3.007 2.685
-1.672 1.032 0.274
0.975 -0.178 -0.872
0.985 -0.101 0.672
-0.740 1.200 -0.004
-0.258 -1.373 0.038
0.818 -0.010 0.000
1.198 0.196 -2.737
0.561 -1.037 1.277
-0.174 -2.737 -1.333

Properties
Charge: 0
E, eV: -21596.376
HOMO, eV: -11.3
Frontier orbital gap, eV: 10.93

=====

No. 3
The following is a DFT calculation (ωB97M-V/def2-TZVPD) of a structure of composition CH3NOP2.

Cartesian coordinates (Å):
1 C 1.9981 0.5204 0.0478
2 N -0.5413 -0.5818 0.2607
3 O 3.1730 0.5286 0.1107
4 P 0.6897 -1.4046 0.2251
5 P -2.1560 -0.4669 0.1784
6 H 1.3424 1.3195 0.3093
7 H -2.3167 0.9175 0.0062
8 H -2.1892 -0.8327 -1.1381

Forces on the atoms, in the same order (eV/Å):
-0.215 -4.029 1.234
-0.781 1.467 0.251
0.693 0.532 -0.478
3.917 0.506 -0.658
-1.936 -0.099 1.286
-1.114 1.472 -0.163
-0.053 0.254 -0.375
-0.511 -0.103 -1.096

Properties
Charge: 0
E, eV: -23197.504
HOMO, eV: -7.6
Frontier orbital gap, eV: 6.84

=====

No. 4
The following is a DFT calculation (ωB97M-V/def2-TZVPD) of the molecule CH3NOP2S.

Cartesian coordinates (Å):
1 C 0.2888 -0.9536 0.7060
2 N 0.9349 0.1750 1.0271
3 P 1.2608 1.5868 0.4350
4 O 0.4810 1.8217 -0.9086
5 P -1.1389 0.6839 -1.5677
6 S -0.3146 -1.1141 -1.2284
7 H 0.8329 -1.9945 0.6221
8 H -0.5310 -1.0643 1.3101
9 H -1.8138 0.8592 -0.3956

Forces on the atoms, in the same order (eV/Å):
1.520 -2.580 -2.525
1.583 1.211 0.115
-0.672 -0.942 -0.161
-1.812 -0.671 -0.699
2.515 1.330 -0.545
0.004 -0.228 0.742
-0.348 2.244 0.645
-2.441 -0.621 1.145
-0.349 0.258 1.283

Properties
Charge: 0
E, eV: -34035.283
HOMO, eV: -9.2
Frontier orbital gap, eV: 8.61

=====

No. 5
The following is a DFT calculation (ωB97M-V/def2-TZVPD) of a cluster of 2 separate species, CH3NOP2S in total.

Cartesian coordinates (Å):
1 C 0.8318 -1.1670 -0.2739
2 N 1.1901 -1.5824 0.8738
3 O -1.7467 -1.1739 0.3814
4 P -0.7950 -0.9275 -0.9298
5 P -1.6165 -0.8305 1.9469
6 S 0.4559 -1.6044 2.2909
7 H 1.6549 -1.3110 -0.8748
8 H -0.9853 1.0147 -0.9093
9 H -1.1368 0.4286 1.7847

Forces on the atoms, in the same order (eV/Å):
-0.342 -0.162 1.615
0.651 0.275 -0.095
-0.261 -0.894 -1.224
-1.433 3.466 -0.387
0.770 -1.068 1.293
-1.771 -0.127 1.441
1.346 0.132 -2.477
0.629 -3.149 -0.052
0.410 1.526 -0.114

Properties
Charge: 0
E, eV: -34033.551
HOMO, eV: -8.7
Frontier orbital gap, eV: 8.10

=====

No. 6
The following is a DFT calculation (ωB97M-V/def2-TZVPD) of a cluster of 2 separate species, CH3NOS in total.

Cartesian coordinates (Å):
1 C 0.6961 0.2851 0.7476
2 N -2.8291 -1.0059 -0.3193
3 O -0.1637 1.0102 0.4756
4 S -2.7781 0.4153 0.0541
5 H 0.6451 -0.7978 0.9195
6 H 1.7527 0.4526 0.7894
7 H -2.3062 1.0913 -1.2053

Forces on the atoms, in the same order (eV/Å):
2.876 -3.703 0.515
-0.271 -0.694 0.466
-2.506 2.714 -0.648
0.478 0.624 -1.953
-1.327 -0.524 0.172
1.196 1.639 -0.003
-0.447 -0.056 1.451

Properties
Charge: 0
E, eV: -15454.278
HOMO, eV: -8.7
Frontier orbital gap, eV: 8.47

=====

Number 1: molecular weight 93.0 u. Number 2: molecular weight 125.1 u. Number 3: molecular weight 107.0 u. Number 4: molecular weight 139.1 u. Number 5: molecular weight 139.1 u. Number 6: molecular weight 77.1 u.